[1]
Entry from the Open Molecules 2025 dataset: 11 unconnected molecules or ions with the total composition C23H33Cl30FN4O3P in a non-equilibrium geometry (wB97M-V/def2-TZVPD).

Geometry as ORCA input:
```
! wB97M-V def2-TZVPD RIJCOSX def2/J DEFGRID3
* xyz 1 1
C 6.18973 -2.54731 -0.51178
C 4.70187 -1.78607 -0.51141
C 3.93531 -1.97356 -1.97824
C 4.01450 -0.58792 -2.90002
C 2.36833 -2.49792 -1.76722
C 1.31883 -1.47005 -1.01061
P 1.74401 0.29186 -0.38295
C 0.91152 1.46959 -1.66075
O 0.98798 0.64050 1.16127
C -0.22259 -1.99248 -0.78177
C -1.43224 -1.08680 -0.08438
O -1.62773 -1.10397 1.24283
O -2.32414 -0.17795 -0.87827
C -3.00604 -0.92400 -1.94806
N -3.91938 -0.09790 -2.82601
C -0.59122 -3.50380 -1.32484
N -2.00976 -3.98661 -1.11973
C 0.52167 -4.45236 -2.06683
C 0.27901 -5.94709 -2.69129
N -0.90816 -6.69834 -2.13393
N 1.94102 -3.87123 -2.23841
F 2.88078 -4.65214 -2.87389
H 6.44169 -2.99927 0.55163
H 7.04775 -1.80764 -0.80538
H 6.22444 -3.44678 -1.27611
H 4.87365 -0.66270 -0.22007
H 4.04617 -2.38070 0.26180
H 4.59351 -2.76861 -2.56927
H 2.95998 -0.20181 -3.23952
H 4.76293 -0.71045 -3.82175
H 4.51017 0.22341 -2.18272
H 0.45969 2.44908 -1.18116
H 0.09007 0.90479 -2.31854
H 1.76426 1.82858 -2.40974
H 0.36320 1.42512 0.96562
H -2.24120 -1.47060 -2.67055
H -3.67073 -1.77868 -1.46075
H -4.39553 0.66570 -2.29780
H -3.45665 0.23795 -3.69908
H -2.65588 -3.68959 -1.88311
H -2.36726 -3.75247 -0.16794
H 0.29983 -5.86432 -3.86921
H 1.24494 -6.58857 -2.40752
H -1.74642 -6.30916 -2.66237
H -1.06654 -6.52480 -1.11756
C 5.09242 3.16053 -1.75818
Cl 5.72990 4.30800 -0.56804
Cl 3.88244 2.10086 -1.01470
Cl 4.39879 4.02133 -3.14283
H 5.91879 2.54133 -2.11645
C -5.27564 -3.76972 1.16882
Cl -3.77393 -3.18740 1.90723
Cl -5.02709 -4.12537 -0.54915
Cl -5.87263 -5.20386 2.02100
H -6.02838 -2.98160 1.25190
C -3.80753 -0.34981 4.46744
Cl -4.46051 1.28336 4.25330
Cl -2.28086 -0.29671 5.36531
Cl -4.98158 -1.38541 5.29721
H -3.61142 -0.77450 3.47960
C -6.03657 4.43619 6.36021
Cl -4.92015 5.55902 7.15541
Cl -5.67996 4.32653 4.62802
Cl -5.95201 2.83556 7.11534
H -7.05321 4.81962 6.47886
C -1.86885 -9.99860 -3.16061
Cl -0.53146 -9.53432 -4.22613
Cl -3.36697 -10.18617 -4.08807
Cl -1.48273 -11.49456 -2.29321
H -2.01603 -9.20279 -2.42598
C -2.81095 8.10257 4.48838
Cl -1.83710 8.20591 3.01175
Cl -3.99297 6.78845 4.36344
Cl -1.77131 7.87166 5.90442
H -3.35371 9.04353 4.60945
C 1.53474 9.65654 7.93735
Cl 2.17222 10.80401 9.12749
Cl 0.32476 8.59688 8.68083
Cl 0.84112 10.51734 6.55269
H 2.36111 9.03735 7.57908
C 0.76668 9.76879 -0.02190
Cl 2.26840 10.35112 0.71651
Cl 1.01523 9.41314 -1.73988
Cl 0.16970 8.33465 0.83028
H 0.01395 10.55692 0.06117
C 2.89883 -8.98702 -0.91304
Cl 4.24051 -10.14417 -0.93327
Cl 3.48630 -7.34745 -1.23916
Cl 1.66008 -9.45005 -2.09221
H 2.44823 -8.99963 0.08268
C 0.53115 6.31569 -4.49081
Cl 1.86854 6.77997 -5.55633
Cl -0.96697 6.12812 -5.41827
Cl 0.91727 4.81973 -3.62341
H 0.38397 7.11150 -3.75618
*
```

Here are the Löwdin charges for atoms 1 to 4, given in e: atom 1 (C): -0.12, atom 2 (C): -0.21, atom 3 (C): -0.27, atom 4 (C): -0.10

[2]
Entry from the Open Molecules 2025 dataset: 2 unconnected molecules or ions with the total composition C6H11NO3 in a non-equilibrium geometry (wB97M-V/def2-TZVPD).

Values from the calculation:
Energy above the lowest of the compared OMol25 structures with the same formula, charge and spin, eV: 5.697
Structure (SMILES): C[N+](C)(C)C#C[O-].O=CO

Geometry as ORCA input:
```
! wB97M-V def2-TZVPD RIJCOSX def2/J DEFGRID3
* xyz 0 1
C -0.76051 -0.47156 -1.09057
N -0.44840 0.39175 0.03918
C -1.49517 1.42808 0.27642
C -0.24098 -0.41872 1.29781
C 0.72365 1.11006 -0.15338
C 1.86417 1.42583 -0.54008
O 3.00648 1.74544 -0.82613
H -1.17719 0.19161 -1.83296
H 0.05886 -0.96522 -1.53140
H -1.42645 -1.33752 -1.03165
H -1.06725 2.02471 1.09239
H -1.63229 2.03056 -0.55865
H -2.40754 0.84752 0.62287
H 0.39965 -1.27738 0.89096
H 0.19850 0.24845 2.09776
H -1.08483 -1.02984 1.76524
O 2.48148 -1.14281 -0.35896
C 3.27838 -1.05010 0.55642
O 4.09458 -0.06028 0.76587
H 3.24936 -1.88156 1.37096
H 3.79272 0.67873 0.00642
*
```

Here are the Löwdin charges for atoms 1 to 4, given in e: atom 1 (C): -0.02, atom 2 (N): -0.39, atom 3 (C): 0.00, atom 4 (C): -0.01

[3]
Entry from the Open Molecules 2025 dataset: a molecular structure, C68H76AgGe2N2O4S5 in a non-equilibrium geometry (wB97M-V/def2-TZVPD).

Values from the calculation:
Energy above the lowest of the compared OMol25 structures with the same formula, charge and spin, eV: 0.754

Geometry as ORCA input:
```
! wB97M-V def2-TZVPD RIJCOSX def2/J DEFGRID3
* xyz -1 1
Ag 1.11051 -1.26933 0.68708
C 2.86356 -1.57898 -3.91441
N 3.74359 -1.19626 -2.82110
C 4.89620 -0.41070 -3.20181
C 3.35289 -1.45886 -1.55412
O 2.30685 -2.05178 -1.31834
C 4.26604 -0.99701 -0.42004
O 3.85523 -1.64249 0.76311
C 4.12451 -0.92207 1.95562
C 3.20709 -1.45258 3.05838
O 2.00424 -1.23627 3.00119
N 3.78829 -2.03599 4.13654
C 5.12824 -2.58582 4.12208
C 2.95654 -2.38537 5.27166
H 3.23843 -2.48068 -4.40964
H 2.81760 -0.76867 -4.64401
H 1.86835 -1.76692 -3.52049
H 5.43894 -0.93005 -3.99541
H 5.56982 -0.25859 -2.36372
H 4.58011 0.56916 -3.57210
H 4.12793 0.08652 -0.32379
H 5.31794 -1.22734 -0.62416
H 3.82779 0.12324 1.81993
H 5.18764 -0.96944 2.20759
H 5.41565 -2.86077 3.11004
H 5.13862 -3.49825 4.71819
H 5.86523 -1.88853 4.53382
H 1.98020 -1.93344 5.12620
H 3.40752 -2.00636 6.19211
H 2.83625 -3.46960 5.34101
C -4.79791 2.80323 5.64881
C -4.71867 2.08804 4.32551
C -4.62882 0.70592 4.26064
C -4.62974 0.03282 3.04384
C -4.57053 -1.47069 3.00466
C -4.71033 0.76876 1.85824
C -4.73820 2.16702 1.90198
C -4.74001 2.96833 0.62921
C -4.75277 2.80430 3.13515
C -4.95504 0.05050 0.57240
C -6.28908 -0.27009 0.31276
C -6.64739 -0.93900 -0.84253
C -5.66304 -1.28857 -1.75220
C -4.32505 -0.98736 -1.51096
C -3.95838 -0.30119 -0.33829
Ge -2.01336 -0.04412 0.10490
S -1.27657 -1.97786 0.71052
S -1.52975 1.62579 1.58369
Ge 0.13462 2.12300 0.09952
S 2.09055 1.27926 0.36443
S -0.90820 1.00234 -1.59285
C 0.34562 4.12592 -0.05114
C 0.25074 4.96364 1.06790
C 0.50930 6.32953 0.93691
C 0.86231 6.87800 -0.28298
C 0.96641 6.05249 -1.38949
C 0.72314 4.68663 -1.27852
C 0.88446 3.84187 -2.49748
C -0.21935 3.57863 -3.31655
C -1.58098 4.13975 -2.99912
C -0.05673 2.76493 -4.43093
C 1.17816 2.22801 -4.76072
C 1.31266 1.28339 -5.92601
C 2.27500 2.55433 -3.97519
C 2.15232 3.35667 -2.84651
C 3.36024 3.64838 -1.99886
C -0.18608 4.51680 2.42570
C 0.72230 4.05550 3.38207
C 2.18320 3.89914 3.07096
C 0.25753 3.75914 4.66117
C -1.06980 3.93196 5.01571
C -1.55158 3.60033 6.40336
C -1.95165 4.42025 4.06018
C -1.53147 4.71106 2.77316
C -2.50921 5.23620 1.75711
C -3.34516 -1.37328 -2.57437
C -2.94787 -0.42569 -3.52728
C -3.49940 0.97816 -3.54389
C -2.03929 -0.79030 -4.51485
C -1.53278 -2.07722 -4.59416
C -0.54545 -2.44273 -5.67263
C -1.98954 -3.02187 -3.68635
C -2.90562 -2.70170 -2.69178
C -3.41496 -3.77971 -1.77688
H -4.97115 2.10097 6.46427
H -5.60786 3.53478 5.64248
H -3.86908 3.33822 5.85639
H -4.57518 0.13030 5.17939
H -4.48468 -1.87906 4.01153
H -3.71155 -1.80777 2.41829
H -5.46493 -1.88548 2.53489
H -5.39657 2.52396 -0.11964
H -3.72663 2.98183 0.21515
H -5.04940 3.99805 0.81157
H -4.80964 3.88800 3.16939
H -7.04431 0.01699 1.03626
H -7.68483 -1.18495 -1.03571
H -5.92337 -1.81001 -2.66688
H 0.42857 6.95800 1.81702
H 1.05212 7.94098 -0.37354
H 1.23067 6.45977 -2.35930
H -1.51686 4.97448 -2.30385
H -2.19447 3.36328 -2.53632
H -2.08278 4.47171 -3.91006
H -0.92238 2.53142 -5.04420
H 0.83453 1.68294 -6.82189
H 0.82790 0.33370 -5.68486
H 2.36139 1.08591 -6.15158
H 3.25560 2.17025 -4.24233
H 4.27888 3.48357 -2.56470
H 3.35640 2.98245 -1.13084
H 3.35159 4.67238 -1.62814
H 2.53203 4.68451 2.39895
H 2.35985 2.94657 2.56899
H 2.77648 3.91859 3.98678
H 0.96195 3.38968 5.39975
H -0.71604 3.52639 7.09945
H -2.07538 2.64112 6.39983
H -2.24352 4.36056 6.77017
H -2.99426 4.57465 4.31794
H -3.52645 5.19444 2.14520
H -2.46151 4.64115 0.84268
H -2.28192 6.26970 1.48745
H -4.16522 1.15865 -2.70382
H -4.05372 1.14909 -4.47063
H -2.68087 1.69731 -3.49890
H -1.71850 -0.04041 -5.23286
H 0.19454 -1.65073 -5.79925
H -1.05550 -2.58044 -6.62936
H -0.02377 -3.36958 -5.43143
H -1.62683 -4.04339 -3.75260
H -3.19591 -4.76654 -2.18836
H -4.49015 -3.69054 -1.62041
H -2.92875 -3.68955 -0.80510
O 2.83579 -4.20370 2.25345
S 2.23074 -4.15476 0.90308
C 1.51055 -5.82298 0.67353
C 1.81606 -6.80639 1.59551
C 1.40309 -8.11166 1.37297
C 0.66708 -8.41909 0.23634
C 0.31172 -7.41313 -0.65273
C 0.72543 -6.10911 -0.43365
C 3.61761 -4.62738 -0.20732
C 4.83803 -4.84421 0.40495
C 5.93126 -5.26305 -0.34158
C 5.80101 -5.45332 -1.70857
C 4.57766 -5.21340 -2.32256
C 3.48377 -4.80427 -1.57752
H 2.39076 -6.52821 2.47094
H 1.65730 -8.88890 2.08239
H 0.36891 -9.44164 0.04185
H -0.29461 -7.65020 -1.51805
H 0.44121 -5.31344 -1.11309
H 4.90813 -4.69126 1.47400
H 6.88247 -5.42743 0.14948
H 6.64576 -5.79505 -2.29373
H 4.48331 -5.34953 -3.39327
H 2.53785 -4.61116 -2.06312
*
```

Here are the Löwdin charges for atoms 1 to 4, given in e: atom 1 (Ag): 0.44, atom 2 (C): -0.02, atom 3 (N): -0.12, atom 4 (C): -0.03

[4]
Entry from the Open Molecules 2025 dataset: a molecular structure, C36H26Cl2N4NiO9 (wB97M-V/def2-TZVPD).

Values from the calculation:
<S²>: 2.026
Energy above the lowest of the compared OMol25 structures with the same formula, charge and spin, eV: 1.604

Geometry as ORCA input:
```
! wB97M-V def2-TZVPD RIJCOSX def2/J DEFGRID3
* xyz -2 3
Ni 0.52884 -0.41352 -0.23488
Cl 5.57338 -0.15793 0.50362
C 4.27675 0.00728 1.66431
C 4.59642 0.11113 3.01838
C 3.62313 0.23490 3.97359
Cl 4.08736 0.33220 5.67268
C 2.25856 0.28245 3.60417
C 1.18121 0.40358 4.50544
C -0.08793 0.48203 4.01954
C -0.31091 0.43333 2.62963
N 0.65956 0.28130 1.76571
C 1.93385 0.19666 2.22597
C 2.94459 -0.00959 1.18593
O 2.60689 -0.16628 -0.00450
H 5.63728 0.08973 3.31747
H 1.37646 0.43426 5.56836
H -0.93332 0.57651 4.68865
H -1.31282 0.51948 2.22372
O -3.55189 -0.41086 -4.96349
C -2.63382 -0.28237 -4.13506
C -2.70617 0.71223 -2.92556
O -3.63730 1.49914 -2.69926
C -1.52224 0.48234 -2.20267
C -0.73033 -0.53658 -2.76736
O 0.31278 -1.02617 -2.24021
C -1.36755 -0.96535 -4.07433
O -0.87125 -1.79838 -4.89302
O -0.99111 1.15122 -1.06972
C -4.62936 -0.34127 3.59448
O -4.32276 -1.13674 2.46506
C -5.35679 -1.68295 1.78630
C -6.67187 -1.65993 2.22619
C -7.66671 -2.31733 1.50876
C -7.33759 -2.99342 0.34508
C -6.02416 -2.98101 -0.11506
C -5.01836 -2.32158 0.58037
N -3.70557 -2.35709 0.12754
C -2.80035 -1.28693 0.15041
N -3.44783 -0.09268 0.04499
C -3.00535 1.22130 0.25406
C -1.82387 1.78579 -0.22257
C -1.45668 3.06593 0.18044
C -2.31551 3.84552 0.93569
C -3.57212 3.35502 1.27831
C -3.89274 2.05886 0.92714
O -5.12727 1.51219 1.22727
C -6.20823 2.12037 0.50907
N -1.53761 -1.42359 0.28472
C -0.91541 -2.70141 0.34931
C -0.10556 -2.97832 1.45000
C 0.64602 -4.14219 1.54068
C 0.60277 -5.06916 0.51166
C -0.22608 -4.83964 -0.57930
C -0.99292 -3.68178 -0.65033
O -1.84824 -3.44562 -1.66744
C -1.62590 -4.14294 -2.90258
H -3.68267 0.05664 3.94912
H -5.09079 -0.93908 4.38602
H -5.28452 0.49117 3.32730
H -6.92503 -1.14687 3.14556
H -8.68971 -2.29321 1.86611
H -8.10089 -3.51199 -0.22388
H -5.76017 -3.47684 -1.04556
H -3.46781 -3.04866 -0.57298
H -4.44768 -0.15993 0.09478
H -0.49825 3.43611 -0.16869
H -2.02771 4.84887 1.22649
H -4.29016 3.96131 1.82030
H -7.06841 1.45883 0.60821
H -5.95005 2.22778 -0.54692
H -6.46222 3.09893 0.92267
H -0.07099 -2.24810 2.24692
H 1.28511 -4.30204 2.40150
H 1.21239 -5.96698 0.54452
H -0.26196 -5.55590 -1.38993
H -2.25036 -3.66003 -3.64492
H -1.90423 -5.19895 -2.80029
H -0.59008 -4.03818 -3.21957
*
```

Here are the Löwdin charges for atoms 1 to 4, given in e: atom 1 (Ni): 0.42, atom 2 (Cl): 0.62, atom 3 (C): -0.59, atom 4 (C): -0.17

[5]
Entry from the Open Molecules 2025 dataset: a molecular structure, C4H13N2 in a non-equilibrium geometry (wB97M-V/def2-TZVPD).

Values from the calculation:
Energy above the lowest of the compared OMol25 structures with the same formula, charge and spin, eV: 1.087

Geometry as ORCA input:
```
! wB97M-V def2-TZVPD RIJCOSX def2/J DEFGRID3
* xyz 1 1
C -0.81608 -1.47663 -0.71853
C -0.74769 -0.67056 0.58890
C 0.70646 -0.38038 0.96189
C 1.50625 0.24426 -0.14239
N 0.75874 1.44773 -0.73309
N -1.26839 0.75717 0.34376
H -0.71999 -0.82345 -1.58080
H -1.77007 -2.00049 -0.79183
H -0.06945 -2.25627 -0.59789
H -1.46323 -0.97752 1.34591
H 0.61104 0.15955 1.91345
H 1.23634 -1.29113 1.25980
H 1.73615 -0.47306 -0.92628
H 2.42650 0.67715 0.22537
H 0.59815 1.40702 -1.71987
H 1.25244 2.26504 -0.42168
H -1.35726 1.32539 1.19391
H -2.21987 0.82105 -0.03202
H -0.40004 1.24514 -0.16860
*
```

Here are the Löwdin charges for atoms 1 to 4, given in e: atom 1 (C): -0.03, atom 2 (C): -0.30, atom 3 (C): -0.17, atom 4 (C): -0.15

[6]
Entry from the Open Molecules 2025 dataset: C18H26N2O4 in the gas phase (wB97M-V/def2-TZVPD).

Values from the calculation:
Energy above the lowest of the compared OMol25 structures with the same formula, charge and spin, eV: 0.281
Structure (SMILES): CCCCOc1ccc(C(=O)NCC(=O)NC[C@@H]2CCCO2)cc1

Geometry as ORCA input:
```
! wB97M-V def2-TZVPD RIJCOSX def2/J DEFGRID3
* xyz 0 1
C -8.50967 -2.16962 -0.25110
C -7.20643 -1.88969 -0.99056
C -6.61952 -0.51504 -0.67430
C -6.16230 -0.38564 0.78122
O -5.50876 0.84264 1.03108
C -4.22728 1.02898 0.62448
C -3.40950 0.06437 0.04063
C -2.10462 0.37103 -0.30136
C -1.58755 1.64167 -0.08032
C -0.20134 2.03863 -0.44061
O 0.11959 3.19654 -0.64471
N 0.68816 1.01845 -0.55555
C 2.09339 1.27607 -0.73318
C 2.89289 0.30553 0.12999
O 2.36696 -0.63764 0.68797
N 4.20205 0.59854 0.22304
C 5.15711 -0.27134 0.86606
C 6.16584 -0.80494 -0.16557
C 7.29513 -1.60888 0.48965
C 8.38113 -0.55154 0.68082
C 8.16701 0.32635 -0.54984
O 6.77657 0.29943 -0.82600
C -2.41714 2.61046 0.48490
C -3.71111 2.31067 0.83941
H -9.23406 -1.38251 -0.44711
H -8.93361 -3.11475 -0.58228
H -8.34650 -2.22950 0.82165
H -6.47498 -2.66255 -0.74196
H -7.39077 -1.94449 -2.06561
H -7.36096 0.26019 -0.87700
H -5.76425 -0.32951 -1.32820
H -7.02651 -0.36885 1.44964
H -5.52362 -1.23209 1.06352
H -3.77371 -0.93217 -0.15437
H -1.50222 -0.39264 -0.77105
H 0.49231 0.11604 -0.14086
H 2.38141 1.13220 -1.78371
H 2.29831 2.31720 -0.46201
H 4.60081 1.32923 -0.34709
H 5.68781 0.28770 1.64319
H 4.59928 -1.09286 1.31911
H 5.61977 -1.38986 -0.91654
H 7.64348 -2.38844 -0.18792
H 6.97652 -2.06802 1.42220
H 8.20297 0.01983 1.59207
H 9.38296 -0.97162 0.71818
H 8.71367 -0.07681 -1.41372
H 8.46478 1.36658 -0.40024
H -2.01792 3.60155 0.63771
H -4.35558 3.05111 1.28622
*
```

Here are the Löwdin charges for atoms 1 to 4, given in e: atom 1 (C): -0.11, atom 2 (C): -0.26, atom 3 (C): -0.19, atom 4 (C): -0.20

| no. | total energy (a.u.) |
| --- | --- |
| 1 | -15587.1037 |
| 2 | -515.5409 |
| 3 | -9339.3497 |
| 4 | -4712.3755 |
| 5 | -269.4607 |
| 6 | -1112.0004 |